(1)
Below is a molecular structure, C38H47BBrHfN10O2S at a distorted geometry, with properties calculated with wB97M-V/def2-TZVPD.

Relative energy (zero: lowest compared OMol25 entry of this formula, charge and spin) ... 0.729 eV
E ... -5219.1468 hartree
HOMO (spin up / spin down) ... -13.51 / -13.51 eV

```
! RIJCOSX wB97M-V def2-TZVPD def2/J DEFGRID3
* xyz 2 2
Hf 0.052 -0.659 0.610
C 1.047 -1.594 4.748
C 0.621 -0.576 3.907
N 0.074 -1.085 2.803
N 0.151 -2.446 2.904
C 0.731 -2.758 4.075
B -0.491 -3.492 1.884
N -1.872 -2.912 1.490
C -3.076 -3.500 1.423
C -3.988 -2.577 0.946
C -3.241 -1.428 0.721
N -1.964 -1.634 1.052
N 0.334 -3.590 0.545
C 1.141 -4.539 0.047
C 1.548 -4.168 -1.224
C 0.949 -2.943 -1.449
N 0.205 -2.592 -0.392
N -0.643 -4.788 2.620
C -1.468 -5.017 3.686
C -1.169 -6.250 4.191
C -0.112 -6.713 3.377
N 0.203 -5.837 2.446
H 1.506 -1.502 5.716
H 0.692 0.492 4.042
H 0.864 -3.788 4.363
H -3.205 -4.529 1.710
H -5.042 -2.722 0.789
H -3.561 -0.470 0.344
H 1.338 -5.423 0.627
H 2.182 -4.727 -1.890
H 1.014 -2.283 -2.300
H -2.190 -4.283 4.007
H -1.638 -6.749 5.021
H 0.420 -7.650 3.434
C 2.560 4.315 -0.716
C 3.187 3.271 -1.628
N 3.797 2.157 -0.889
C 5.237 2.262 -0.567
C 5.497 2.715 0.860
C 3.108 1.102 -0.480
S 1.411 1.026 -0.900
N 3.812 0.167 0.176
C 3.295 -0.847 0.814
O 2.032 -1.038 1.013
C 4.215 -1.846 1.387
C 3.704 -2.995 1.992
C 4.561 -3.945 2.516
C 5.935 -3.750 2.449
C 6.450 -2.604 1.855
C 5.596 -1.655 1.322
H 2.097 5.098 -1.318
H 3.307 4.783 -0.076
H 1.791 3.866 -0.085
H 3.979 3.717 -2.228
H 2.453 2.869 -2.322
H 5.660 2.968 -1.278
H 5.690 1.291 -0.750
H 5.084 3.706 1.049
H 6.571 2.764 1.036
H 5.068 2.012 1.574
H 2.635 -3.135 2.044
H 4.162 -4.839 2.978
H 6.606 -4.492 2.860
H 7.520 -2.454 1.808
H 5.988 -0.762 0.856
C -3.066 6.182 -1.363
C -4.045 5.007 -1.550
C -5.125 5.055 -0.451
C -4.719 5.136 -2.915
C -3.277 3.713 -1.402
C -2.566 3.478 -0.187
C -1.874 2.329 -0.043
Br -0.970 1.939 1.580
C -1.819 1.319 -1.069
O -1.163 0.256 -0.835
C -2.543 1.542 -2.299
C -3.240 2.730 -2.398
C -2.585 0.574 -3.484
C -2.089 1.331 -4.730
C -4.053 0.153 -3.689
C -1.743 -0.700 -3.353
H -3.611 7.118 -1.493
H -2.266 6.151 -2.105
H -2.619 6.202 -0.369
H -5.677 5.991 -0.540
H -4.701 5.020 0.553
H -5.834 4.232 -0.559
H -5.244 6.089 -2.962
H -5.459 4.351 -3.083
H -3.994 5.122 -3.732
H -2.596 4.213 0.605
H -3.790 2.919 -3.307
H -2.706 2.199 -4.964
H -2.124 0.662 -5.591
H -1.058 1.663 -4.601
H -4.702 1.005 -3.890
H -4.437 -0.375 -2.813
H -4.117 -0.523 -4.542
H -0.683 -0.475 -3.231
H -1.858 -1.268 -4.277
H -2.071 -1.337 -2.532
*
```

Atomic partial charges in e from the Mulliken method, atoms 1 to 99: Hf 0.713; C -1.249; C -0.316; N -0.641; N 1.164; C -0.128; B 0.335; N 0.685; C 0.023; C -1.484; C -0.330; N -0.309; N 0.962; C 0.089; C -1.315; C -0.165; N -0.549; N 0.290; C -0.420; C -0.943; C -0.363; N -0.917; H 0.494; H 0.422; H 0.410; H 0.605; H 0.476; H 0.550; H 0.538; H 0.501; H 0.487; H 0.604; H 0.478; H 0.485; C -0.810; C -0.855; N 0.079; C -0.611; C -1.022; C 0.407; S -0.279; N -0.303; C -0.283; O -0.721; C 0.475; C 0.280; C -1.330; C -0.557; C -0.774; C -0.537; H 0.387; H 0.320; H 0.133; H 0.390; H 0.484; H 0.406; H 0.395; H 0.320; H 0.364; H 0.245; H 0.887; H 0.498; H 0.419; H 0.449; H 0.416; C -1.550; C 1.713; C -1.545; C -2.010; C -0.622; C -0.648; C 0.460; Br 0.067; C 0.877; O 0.600; C -0.446; C -0.320; C 1.917; C -1.686; C -1.666; C -1.976; H 0.455; H 0.378; H 0.355; H 0.450; H 0.365; H 0.376; H 0.444; H 0.411; H 0.436; H 0.573; H 0.590; H 0.325; H 0.498; H 0.373; H 0.335; H 0.345; H 0.486; H 0.288

***

(2)
Below is 2 unconnected molecules or ions with the total composition C3H4Cl2O3 at a distorted geometry, with properties calculated with wB97M-V/def2-TZVPD.

Relative energy (zero: lowest compared OMol25 entry of this formula, charge and spin) ... 4.819 eV
E ... -1262.6463 hartree
HOMO ... -9.18 eV

```
! RIJCOSX wB97M-V def2-TZVPD def2/J DEFGRID3
* xyz 0 1
C 0.404 0.493 -0.826
C -0.044 -1.202 1.066
C 0.943 -0.339 0.277
O 0.683 1.062 -1.792
O -1.730 1.960 -1.130
O -1.461 0.901 -0.378
Cl 1.665 0.956 1.279
Cl 2.325 -1.301 -0.374
H 0.551 -1.990 1.725
H -0.598 -0.625 1.812
H -0.833 -1.577 0.401
H -1.905 1.662 -2.061
*
```

Population analysis type natural (NBO), resulting atomic charges in e: C 0.760; C -0.645; C -0.159; O -0.419; O -0.421; O -0.387; Cl 0.050; Cl 0.015; H 0.251; H 0.258; H 0.255; H 0.440